[1]
Below is 4 unconnected molecules or ions with the total composition C16H42N2O8 at a distorted geometry, with properties calculated with ωB97M-V/def2-TZVPD.

```
68
Properties=species:S:1:pos:R:3:mulliken_charge:R:1
C -1.583 -4.952 0.901 -0.4015
C -0.535 -6.138 0.746 -0.2029
O -1.175 -7.232 1.411 -0.4960
O -0.945 -3.658 0.810 -0.4724
H -2.083 -4.897 1.868 0.2414
H -2.481 -4.956 0.283 0.3497
H 0.375 -5.782 1.228 0.1308
H -0.259 -6.297 -0.296 0.2820
H -0.918 -7.291 2.334 0.3080
H -1.194 -3.173 0.020 0.2457
C 1.415 -7.209 4.147 -0.1203
C 2.498 -7.603 5.100 -0.6635
O 3.153 -8.839 4.703 -0.5332
O 0.604 -8.358 3.995 -0.5322
H 1.798 -6.953 3.160 0.1740
H 0.927 -6.322 4.552 0.3307
H 2.157 -7.692 6.131 0.2789
H 3.130 -6.720 5.191 0.3936
H 3.958 -8.512 4.295 0.3124
H 1.314 -9.003 4.023 0.3580
C -2.100 4.895 -2.132 -0.3237
O -2.499 5.534 -0.951 -0.4095
C -1.840 5.100 0.211 -0.7359
C -2.356 3.850 0.805 -0.1203
N -1.636 3.484 2.048 0.0820
C -2.402 2.594 2.904 -0.6077
C -2.414 1.133 2.248 -0.4947
O -1.044 0.717 2.335 -0.3401
C -0.723 -0.570 2.103 -0.7243
H -2.146 3.814 -2.004 0.2510
H -1.107 5.266 -2.389 -0.0199
H -2.718 5.100 -3.006 0.3560
H -1.721 5.927 0.911 0.3985
H -0.821 4.865 -0.097 0.3533
H -2.221 2.977 0.168 0.1442
H -3.423 4.028 0.935 0.3280
H -0.778 2.999 1.828 0.4195
H -3.312 3.032 3.314 0.4466
H -2.127 2.437 3.947 0.3058
H -2.692 1.139 1.194 0.3422
H -3.161 0.493 2.719 0.4705
H -0.593 -0.638 1.022 0.1843
H -1.437 -1.324 2.436 0.3850
H 0.232 -0.795 2.576 0.3282
C 0.470 -1.502 -2.867 -0.5148
O 0.389 -0.108 -3.103 -0.3165
C 1.433 0.676 -2.533 -0.6351
C 0.928 2.163 -2.530 -0.1973
N 0.937 2.804 -3.920 -0.4616
C 2.207 3.354 -4.373 -0.9950
C 2.565 4.766 -3.818 -0.4647
O 1.363 5.330 -3.586 -0.3288
C 1.549 6.742 -3.376 -0.9387
H -0.228 -2.027 -3.518 0.2646
H 0.150 -1.696 -1.843 0.0436
H 1.495 -1.818 -3.065 0.3232
H 2.365 0.398 -3.024 0.3905
H 1.493 0.473 -1.463 0.3016
H 1.535 2.803 -1.889 0.4071
H -0.060 2.227 -2.075 0.1273
H 0.507 3.708 -3.786 0.4878
H 2.014 3.407 -5.445 0.3945
H 3.108 2.742 -4.405 0.3846
H 3.184 5.342 -4.506 0.4375
H 3.099 4.656 -2.874 0.2929
H 2.114 7.361 -4.073 0.3654
H 1.785 6.749 -2.312 0.3648
H 0.487 6.983 -3.341 0.2648
```

Its total energy is -36617.5400 eV. Its net charge is +1. Its HOMO energy (alpha / beta) is -10.9 / -10.9 eV. Its multiplicity is 2.

[2]
Below is 6 unconnected molecules or ions with the total composition C16H42O10S7 at a distorted geometry, with properties calculated with ωB97M-V/def2-TZVPD.

```
75
Properties=species:S:1:pos:R:3:mulliken_charge:R:1
C -0.164 -1.890 0.959 -0.0085
O 0.690 -0.832 1.530 -0.4071
C -0.113 0.244 2.154 -0.3948
C -0.809 1.281 1.093 0.2392
C -2.221 0.768 0.438 -0.6055
C -3.493 0.720 1.473 0.2692
O -3.456 -0.147 2.660 -0.3737
S -4.652 -1.408 2.620 1.0911
O -3.968 -2.676 1.988 -0.5418
O -5.339 -1.774 3.963 -0.5353
O -5.646 -0.567 1.467 -0.3487
C -4.644 -0.038 0.526 -0.2094
S -5.373 1.070 -0.846 -0.2074
H 0.238 -2.982 1.136 0.2057
H -1.269 -1.783 1.355 -0.0250
H -0.224 -1.666 -0.212 0.1083
H 0.659 0.892 2.793 0.2559
H -0.865 -0.203 2.962 0.2003
H -0.872 2.337 1.618 -0.0734
H -0.052 1.418 0.181 0.0581
H -2.507 1.569 -0.399 0.3353
H -2.157 -0.263 -0.125 0.2091
H -3.940 1.815 1.571 0.2867
H -4.245 -0.965 -0.110 0.3524
H -4.980 0.491 -2.094 0.1860
C 2.233 -3.209 -3.267 -0.7406
S 1.701 -4.257 -1.891 0.2925
O 0.666 -3.495 -1.117 -0.5710
C 3.254 -4.154 -0.969 -0.7577
H 1.398 -3.098 -3.962 0.3516
H 2.527 -2.224 -2.894 0.1082
H 3.072 -3.681 -3.782 0.3637
H 3.485 -3.111 -0.740 0.2877
H 4.060 -4.595 -1.561 0.2747
H 3.143 -4.714 -0.038 0.3732
C 4.094 1.160 -4.602 -0.9388
S 4.257 1.206 -2.800 0.4044
O 4.091 -0.198 -2.297 -0.5179
C 2.703 2.081 -2.496 -0.9318
H 4.948 0.618 -5.014 0.3303
H 3.171 0.646 -4.880 0.2805
H 4.090 2.179 -4.994 0.3617
H 1.866 1.510 -2.905 0.3006
H 2.745 3.070 -2.958 0.4080
H 2.573 2.191 -1.417 0.2876
C -7.266 2.589 3.510 -0.7605
S -8.632 1.926 2.525 0.5510
O -9.811 2.833 2.721 -0.6521
C -8.900 0.457 3.545 -0.7483
H -6.954 3.541 3.075 0.3008
H -7.593 2.751 4.540 0.3558
H -6.427 1.889 3.488 0.1378
H -9.126 0.751 4.573 0.3254
H -8.007 -0.172 3.522 0.1657
H -9.745 -0.101 3.135 0.3077
C 1.466 6.677 1.269 -0.9555
S 0.382 5.256 1.552 0.5561
O 0.052 4.667 0.212 -0.5863
C -1.051 6.221 2.089 -0.9191
H 2.423 6.313 0.887 0.3230
H 1.016 7.350 0.536 0.2973
H 1.631 7.204 2.212 0.3602
H -1.345 6.923 1.305 0.3092
H -0.803 6.764 3.005 0.3680
H -1.877 5.535 2.289 0.2704
C 7.668 -4.825 -3.655 -0.9197
S 7.137 -5.874 -2.280 0.4683
O 6.102 -5.112 -1.506 -0.5815
C 8.690 -5.771 -1.358 -0.9775
H 6.833 -4.715 -4.351 0.3009
H 7.962 -3.841 -3.283 0.2996
H 8.508 -5.298 -4.171 0.3670
H 8.920 -4.728 -1.128 0.3063
H 9.496 -6.212 -1.949 0.3833
H 8.578 -6.331 -0.426 0.3128
```

Its total energy is -113584.1015 eV. Its net charge is 0. Its HOMO energy is -8.2 eV. Its multiplicity is 1.

> Which of these has the highest multiplicity?

C16H42N2O8